The following is a quantum chemistry calculation of C4H8 in the gas phase in a non-equilibrium geometry, from the Open Molecules 2025 dataset.

* maximum force: 4.6 eV/A
* energy above the lowest of the compared OMol25 structures with the same formula, charge and spin: 196.69 kJ/mol
* E_HOMO: -8.47 eV
* electronic energy: -4275.155 eV
* HOMO-LUMO gap: 9.6 eV
* M: 56.11 g mol⁻¹

Structure (XYZ):
```
12
Properties=species:S:1:pos:R:3:forces:R:3:lowdin_charge:R:1
C 1.406026 0.340962 0.373310 -3.77 -1.13 1.04 0.00
C 0.127208 -0.038979 0.025927 -0.77 2.08 1.25 -0.35
C -0.205914 -1.104932 -1.025752 2.62 -0.38 3.36 -0.08
C -1.155778 0.827754 0.632778 3.28 -1.66 -2.69 -0.03
H 1.642555 0.549626 1.430845 0.03 1.05 -1.02 0.07
H 2.073946 0.208412 -0.399596 2.28 -0.95 -0.86 0.01
H -1.090699 -0.726611 -1.459396 -0.82 -0.53 -1.41 0.04
H 0.788933 -1.158345 -1.552489 -1.51 -0.48 -0.43 0.08
H -0.337404 -2.113955 -0.359282 0.01 2.32 -1.96 0.14
H -0.727016 1.711154 0.989577 0.52 1.61 0.20 0.03
H -1.886725 1.022578 -0.150873 -0.01 -0.21 0.18 0.07
H -1.492842 0.358315 1.463637 -1.85 -1.70 2.34 0.02
```
Forces are in eV/Å.

The following is a quantum chemistry calculation of a molecular structure, C31H19Cl5N5O2PdS in a non-equilibrium geometry, from the Open Molecules 2025 dataset.

* maximum force: 1.7 eV/A
* energy above the lowest of the compared OMol25 structures with the same formula, charge and spin: 5.38 kJ/mol
* E_HOMO (spin up / spin down): -9.89 / -9.89 eV
* electronic energy: -120920.398 eV
* HOMO-LUMO gap (spin up / spin down): 3.8 / 3.8 eV
* M: 809.28 g mol⁻¹
* net charge: +1

Structure (XYZ):
```
64
Properties=species:S:1:pos:R:3:forces:R:3:lowdin_charge:R:1
Pd -0.456624 0.250185 0.133713 0.81 -1.18 -0.06 1.11
C 2.035663 -2.130486 2.637026 0.01 -0.05 0.04 -0.05
C 2.261164 -1.268012 3.696279 -0.03 0.16 0.04 -0.05
C 1.747835 0.023316 3.667383 0.19 -0.12 0.22 -0.01
C 0.990396 0.454868 2.588196 -0.10 0.51 0.00 -0.17
C 0.738793 -0.452795 1.573024 -0.10 0.09 0.08 -0.15
C 1.265746 -1.724559 1.549730 -0.10 0.02 -0.19 -0.07
C 0.468841 1.835758 2.430782 0.33 -0.34 0.56 -0.23
C 0.471297 2.793272 3.463467 0.10 -0.16 0.20 0.02
C -0.104923 4.008848 3.248677 0.01 0.10 0.17 0.03
C -0.663022 4.316665 1.994972 -0.04 0.07 -0.10 -0.14
C -1.281649 5.560333 1.704616 0.20 -0.16 0.33 -0.02
C -1.778486 5.801771 0.466173 -0.13 -0.04 -0.44 -0.05
C -1.662811 4.819835 -0.550438 -0.11 0.28 -0.01 -0.03
C -1.071331 3.620435 -0.297811 0.03 -0.22 -0.13 -0.01
C -0.581576 3.331557 0.987852 0.16 -0.11 0.02 -0.18
N -0.024388 2.098988 1.246864 -0.51 0.68 -0.99 0.05
H 2.451882 -3.130166 2.646966 -0.02 0.04 -0.02 0.12
H 2.854546 -1.592439 4.541174 -0.02 0.02 -0.03 0.12
H 1.958030 0.703607 4.483858 0.00 -0.06 -0.03 0.12
H 1.102942 -2.397407 0.720392 -0.03 -0.02 -0.02 0.08
H 0.905710 2.550056 4.423204 -0.06 0.01 -0.04 0.11
H -0.141160 4.748934 4.041508 0.02 -0.05 -0.05 0.13
H -1.345831 6.314461 2.479902 0.02 -0.07 0.03 0.12
H -2.257055 6.749075 0.254898 0.01 -0.04 -0.07 0.12
H -2.043241 5.013712 -1.545934 0.00 0.04 0.06 0.12
H -0.970672 2.887038 -1.086699 -0.05 -0.03 -0.01 0.08
N -3.859949 -3.454098 -6.237343 -0.18 -0.69 -0.53 0.12
C -3.498621 -2.440829 -5.426771 0.26 0.72 0.51 -0.31
C -3.883722 -2.452246 -4.064372 0.10 -0.22 -0.65 -0.03
C -3.543361 -1.405646 -3.252259 0.41 0.66 -0.03 -0.07
C -2.806965 -0.331272 -3.772844 -0.09 -0.15 -0.34 -0.30
C -2.396184 -0.313890 -5.114612 -0.17 0.14 0.83 -0.06
C -2.740135 -1.356790 -5.933687 -0.36 -0.66 0.07 -0.02
S -2.313598 0.945387 -2.692534 -0.80 -0.73 -1.37 0.57
O -3.290856 1.002896 -1.642535 0.23 0.18 0.61 -0.31
O -2.015983 2.118480 -3.464433 0.30 0.13 0.37 -0.28
N -0.985879 0.295810 -2.019331 0.78 1.15 0.65 -0.18
C 0.282418 0.379048 -2.505212 -1.33 -0.15 0.12 -0.50
N 0.596649 0.481581 -3.796510 0.53 0.07 0.15 0.18
C 1.895550 0.420808 -4.080118 -0.42 0.05 -0.07 -0.08
C 2.886518 0.252713 -3.119960 0.01 0.02 0.15 -0.03
C 2.469124 0.182291 -1.807419 0.38 0.03 0.57 -0.09
N 1.180020 0.258634 -1.498420 -1.08 -0.40 0.46 0.08
H -4.390350 -4.233796 -5.889059 0.07 0.11 -0.07 0.10
H -3.588725 -3.464092 -7.205011 -0.05 -0.02 0.12 0.11
H -4.453846 -3.288354 -3.673439 -0.01 0.03 -0.06 0.11
H -3.844410 -1.393231 -2.209989 -0.02 0.05 -0.08 0.11
H -1.811199 0.519847 -5.480200 -0.05 -0.01 0.01 0.11
H -2.434597 -1.360601 -6.973840 -0.05 -0.02 0.03 0.11
H 2.154694 0.508431 -5.130201 -0.01 -0.03 0.03 0.12
H 3.932654 0.183151 -3.380449 -0.06 0.02 0.05 0.11
H 3.165031 0.075196 -0.983676 -0.01 -0.05 -0.02 0.13
Cl 0.237988 -2.783664 -1.893141 -0.09 0.11 0.14 0.77
C -1.155527 -2.637369 -0.888253 0.16 0.01 -0.19 -0.67
C -1.358926 -1.534052 -0.079626 0.15 0.11 -0.59 -0.28
C -2.493883 -1.462938 0.689462 0.09 -0.06 -0.10 -0.65
Cl -2.641862 -0.024353 1.663271 0.75 0.25 -0.44 0.83
C -3.462505 -2.448745 0.694021 -0.19 -0.05 0.10 -0.70
Cl -4.862088 -2.269956 1.662171 0.10 0.01 -0.02 0.75
C -3.262242 -3.563800 -0.116259 -0.06 -0.13 -0.03 -0.69
Cl -4.438183 -4.811657 -0.148318 0.07 0.11 0.00 0.73
C -2.109005 -3.661266 -0.899345 0.03 -0.06 -0.02 -0.69
Cl -1.876576 -5.033224 -1.902589 -0.02 0.10 0.08 0.73
```
Forces are in eV/Å.